{"formula": "C17H25N4O10", "method": "the ωB97M-V functional and the def2-TZVPD basis", "homo_energy_ev": -6.09, "total_energy_ev": -44473.7230, "gap_ev": 8.43, "charge": -1, "spin_multiplicity": 1, "fmax_ev_per_a": 2.49, "symbols": ["O", "O", "O", "O", "O", "O", "O", "O", "O", "O", "C", "C", "C", "C", "C", "C", "C", "N", "N", "N", "N", "C", "C", "C", "C", "C", "C", "C", "C", "C", "C", "H", "H", "H", "H", "H", "H", "H", "H", "H", "H", "H", "H", "H", "H", "H", "H", "H", "H", "H", "H", "H", "H", "H", "H", "H"], "positions_angstrom": [[6.5397, 4.7996, 0.4558], [3.1527, 2.2020, 1.3774], [1.7177, -2.9809, -0.3005], [-1.5026, -0.5552, -1.4170], [-1.1857, -6.0366, -2.1928], [-2.3281, -0.4611, 0.5994], [0.4858, 5.7616, 2.1654], [0.6092, 4.3506, -0.3431], [0.2105, 1.3652, -1.6056], [-1.6700, 2.0216, 0.2544], [5.4156, 4.4409, 0.1525], [3.5735, 3.0128, 0.5738], [0.5465, -3.2088, -0.0359], [-2.2972, -0.9607, -0.5457], [-1.8037, -5.5618, -1.2478], [4.6600, 5.1091, -0.8758], [3.3858, 4.6752, -1.1537], [4.8670, 3.3814, 0.8022], [-2.6517, -6.3565, -0.5847], [2.8177, 3.6114, -0.4324], [-0.3060, -3.5705, -0.9918], [0.0837, -3.1329, 1.4048], [-3.5310, -5.9911, 0.5268], [0.3316, 4.3344, 2.0873], [-3.2916, -2.0782, -0.8841], [1.4329, 3.2811, -0.8122], [-0.2279, 3.8980, 0.7276], [0.7465, 1.9559, -0.4056], [-0.3250, 2.3671, 0.6226], [-2.6754, -3.2383, -1.6783], [-1.6813, -4.0750, -0.8503], [0.9026, 6.0169, 3.0047], [-0.4410, 0.6218, -1.4244], [-1.8247, 1.0315, 0.3042], [5.1139, 5.9383, -1.4033], [2.8022, 5.1783, -1.9229], [5.3358, 3.0020, 1.6090], [-2.6815, -7.3050, -0.9251], [0.0717, -3.5430, -1.9257], [0.9104, -2.7760, 2.0157], [-0.2254, -4.1186, 1.7408], [-0.7394, -2.4233, 1.4773], [-4.1861, -5.1672, 0.2348], [-4.1476, -6.8460, 0.8070], [-2.9372, -5.6888, 1.3915], [-0.3475, 3.9954, 2.8765], [1.3003, 3.8545, 2.2527], [-4.1045, -1.6539, -1.4776], [-3.7342, -2.4783, 0.0323], [1.4057, 3.2856, -1.9071], [-1.2246, 4.3345, 0.6090], [1.4368, 1.2343, 0.0342], [-0.0971, 1.8955, 1.5845], [-3.5036, -3.8823, -1.9799], [-2.2026, -2.8735, -2.5912], [-1.9814, -3.9929, 0.1902]]}

=====

{"formula": "C17H25NO3", "method": "the ωB97M-V functional and the def2-TZVPD basis", "relative_energy_kj_mol": 1701.78, "homo_energy_ev": -8.42, "total_energy_ev": -25651.5293, "gap_ev": 8.12, "charge": 0, "spin_multiplicity": 1, "fmax_ev_per_a": 15.98, "symbols": ["C", "H", "H", "H", "C", "N", "H", "C", "H", "C", "O", "H", "C", "O", "C", "C", "C", "C", "C", "C", "C", "C", "C", "C", "O", "H", "H", "H", "H", "H", "H", "H", "H", "H", "H", "H", "H", "H", "C", "H", "H", "H", "C", "H", "H", "H"], "positions_angstrom": [[-1.4495, -5.1251, 2.7700], [-1.4725, -5.1590, 3.8911], [-1.6617, -6.3159, 2.4342], [-2.4472, -4.5772, 2.4458], [-0.4503, -4.4681, 2.2050], [0.0822, -3.1428, 2.7780], [1.1423, -2.8191, 2.6334], [-0.9361, -2.1194, 2.4808], [-1.9287, -2.4543, 2.3487], [-0.5466, -1.1733, 1.4137], [-1.5493, -0.3838, 0.9072], [-1.9084, 0.1978, 1.7265], [0.5938, -0.2837, 1.7555], [1.2332, 0.3112, 0.4418], [0.3969, 1.5231, 0.0992], [0.0140, 2.4795, 1.0357], [-0.6762, 3.6246, 0.7214], [-0.5627, 3.9555, -0.7337], [-0.0287, 2.8793, -1.7291], [0.7046, 1.8512, -1.2599], [1.1534, 0.9220, -2.2387], [0.8581, 1.1237, -3.6951], [0.8977, 2.4608, -4.1103], [0.2450, 3.4859, -3.1302], [-0.6209, 4.3548, -3.7027], [1.8568, 2.7233, -3.9764], [0.3955, 2.7535, -4.8967], [-0.3642, 0.6510, -3.7231], [1.3070, 0.5049, -4.2794], [2.3715, 1.0867, -2.1309], [1.0848, -0.2039, -1.9305], [-1.1899, 4.8236, -1.1877], [-1.1308, 4.1801, 1.2519], [-0.1951, 2.2510, 2.1540], [0.5966, 0.3655, 2.5362], [1.6768, -1.1640, 1.7161], [-0.5420, -1.7756, 0.3968], [-0.5323, -1.4939, 3.5210], [-0.3847, -4.4576, 0.5238], [-0.4290, -5.4099, 0.0244], [-1.1480, -3.8550, 0.4393], [0.7339, -3.9222, 0.0367], [0.9437, -5.3394, 2.4189], [1.0551, -5.3621, 3.5991], [0.6846, -6.4063, 1.9445], [1.8010, -5.1876, 2.0978]]}

=====

{"formula": "C17H25NO3", "method": "the ωB97M-V functional and the def2-TZVPD basis", "relative_energy_kj_mol": 25.09, "homo_energy_ev": -9.21, "total_energy_ev": -25668.9070, "gap_ev": 9.94, "charge": 0, "spin_multiplicity": 1, "smiles": "O=C(O)[C@H]1[C@H]2CC[C@H](C2)[C@@H]1C(=O)NCCC1=CCCCC1", "fmax_ev_per_a": 0.65, "symbols": ["O", "C", "O", "H", "C", "C", "H", "C", "H", "H", "C", "H", "C", "H", "H", "C", "H", "H", "C", "C", "O", "N", "H", "C", "H", "H", "C", "C", "C", "C", "C", "C", "C", "H", "H", "H", "H", "H", "H", "H", "H", "H", "H", "H", "H", "H"], "positions_angstrom": [[-3.9566, -0.4759, 2.2144], [-4.2645, -0.6149, 1.0594], [-5.5315, -0.8276, 0.6796], [-6.1162, -0.8563, 1.4533], [-3.3315, -0.5804, -0.1195], [-3.5875, 0.6026, -1.0745], [-4.4779, 0.4733, -1.6857], [-2.2486, 0.6735, -1.8070], [-2.0120, -0.2394, -2.3497], [-2.1729, 1.5309, -2.4735], [-1.4286, 0.8343, -0.5268], [-0.3503, 0.9278, -0.6507], [-2.0855, 2.0581, 0.1224], [-1.9434, 2.0670, 1.2023], [-1.6640, 2.9787, -0.2826], [-3.5701, 1.9054, -0.2652], [-4.2197, 1.8562, 0.6072], [-3.9041, 2.7382, -0.8849], [-1.8538, -0.4141, 0.2704], [-1.0294, -1.6295, -0.1393], [-1.4472, -2.5168, -0.8548], [0.2168, -1.6231, 0.3799], [0.5306, -0.8083, 0.8839], [1.2316, -2.5768, 0.0002], [0.7183, -3.4004, -0.4996], [1.7230, -2.9546, 0.9016], [2.2656, -1.9476, -0.9478], [2.8915, -0.7224, -0.3403], [2.5943, 0.4971, -0.7705], [3.1445, 1.7620, -0.1871], [3.8039, 1.5169, 1.1670], [4.6917, 0.2808, 1.0853], [3.8334, -0.9508, 0.8105], [4.4706, -1.8117, 0.5926], [3.2566, -1.1971, 1.7085], [5.2474, 0.1470, 2.0153], [5.4128, 0.4101, 0.2757], [4.3892, 2.3899, 1.4609], [3.0350, 1.3579, 1.9268], [2.3421, 2.4991, -0.0905], [3.8774, 2.1802, -0.8857], [1.9303, 0.6227, -1.6168], [3.0315, -2.6942, -1.1670], [1.7651, -1.6823, -1.8806], [-1.7499, -0.2626, 1.3480], [-3.4577, -1.5231, -0.6651]]}

=====

{"formula": "C17H25NO3", "method": "the ωB97M-V functional and the def2-TZVPD basis", "relative_energy_kj_mol": 21.51, "homo_energy_ev": -9.21, "total_energy_ev": -25668.9441, "gap_ev": 9.78, "charge": 0, "spin_multiplicity": 1, "smiles": "C[C@H](C[C@H](C)C(=O)O)C(=O)Nc1ccccc1C(C)(C)C", "fmax_ev_per_a": 0.68, "symbols": ["C", "H", "H", "H", "C", "C", "O", "O", "H", "C", "H", "H", "C", "C", "H", "H", "H", "C", "O", "N", "C", "C", "C", "C", "C", "C", "C", "C", "H", "H", "H", "C", "H", "H", "H", "C", "H", "H", "H", "H", "H", "H", "H", "H", "H", "H"], "positions_angstrom": [[4.6051, 0.4358, 1.3452], [4.1703, 1.2503, 1.9166], [5.0284, -0.2852, 2.0396], [5.4101, 0.8214, 0.7243], [3.5444, -0.2296, 0.4763], [4.1537, -1.3530, -0.3322], [5.3195, -1.5166, -0.5625], [3.2090, -2.1826, -0.8118], [3.6177, -2.8916, -1.3330], [2.8839, 0.7651, -0.4987], [3.6509, 1.4323, -0.8983], [2.4522, 0.2142, -1.3391], [1.7840, 1.5965, 0.1744], [1.2615, 2.6821, -0.7651], [0.9445, 2.2718, -1.7225], [0.4201, 3.2031, -0.3133], [2.0466, 3.4096, -0.9604], [0.6809, 0.6608, 0.6720], [0.5139, 0.4324, 1.8515], [-0.0889, 0.1232, -0.3027], [-0.9581, -0.9867, -0.0653], [-0.3333, -2.2155, 0.1097], [-1.0686, -3.3601, 0.3434], [-2.4458, -3.2652, 0.3944], [-3.0653, -2.0415, 0.2174], [-2.3514, -0.8680, -0.0142], [-3.0659, 0.4709, -0.1588], [-2.5715, 1.2286, -1.4015], [-3.2648, 2.0319, -1.6421], [-2.5154, 0.5611, -2.2595], [-1.5981, 1.6747, -1.2318], [-2.7973, 1.2992, 1.1055], [-1.7347, 1.3942, 1.3021], [-3.2514, 0.8186, 1.9692], [-3.2242, 2.2945, 0.9985], [-4.5845, 0.3080, -0.3030], [-5.0262, -0.1322, 0.5872], [-5.0374, 1.2880, -0.4394], [-4.8327, -0.3034, -1.1680], [-4.1405, -2.0147, 0.2681], [-3.0462, -4.1447, 0.5754], [-0.5725, -4.3085, 0.4831], [0.7453, -2.2588, 0.0588], [0.1729, 0.2812, -1.2637], [2.1945, 2.0764, 1.0672], [2.7650, -0.6678, 1.1073]]}

=====

{"formula": "C17H25NO3", "method": "the ωB97M-V functional and the def2-TZVPD basis", "relative_energy_kj_mol": 1691.59, "homo_energy_ev": -8.84, "total_energy_ev": -25651.6349, "gap_ev": 7.93, "charge": 0, "spin_multiplicity": 1, "fmax_ev_per_a": 16.11, "symbols": ["C", "H", "H", "H", "C", "N", "H", "C", "H", "C", "O", "H", "C", "O", "C", "C", "C", "C", "C", "C", "C", "C", "C", "C", "O", "H", "H", "H", "H", "H", "H", "H", "H", "H", "H", "H", "H", "H", "C", "H", "H", "H", "C", "H", "H", "H"], "positions_angstrom": [[-3.7703, -0.6067, 1.6660], [-4.0143, 0.4100, 1.6628], [-2.7259, -0.6136, 2.0977], [-4.5070, -1.2844, 2.0179], [-3.5938, -1.1910, -0.0340], [-2.5235, -0.3792, -0.3775], [-2.2816, -0.8577, -1.1360], [-2.6035, 1.1580, -0.7556], [-3.1954, 1.4289, -1.6421], [-1.1371, 1.7116, -0.7360], [-1.3020, 3.3145, -1.0846], [-1.7465, 3.2823, -2.0796], [-0.4430, 1.5180, 0.5227], [0.9535, 1.6684, 0.5736], [1.4760, 0.3559, 0.0993], [0.6964, -0.8350, 0.1668], [1.4664, -2.1478, -0.2023], [2.7642, -2.0586, -0.2934], [3.6401, -0.7226, -0.2574], [2.8567, 0.4108, 0.2371], [3.6042, 1.6292, 0.2538], [4.9642, 1.4353, 0.9285], [5.7344, 0.5350, -0.1910], [4.9402, -0.8445, -0.1913], [5.5788, -1.7603, -0.8567], [5.8014, 0.9143, -1.2454], [6.7941, 0.0329, -0.0011], [5.1168, 1.0157, 1.7194], [5.5686, 2.2335, 0.9710], [3.6883, 2.1747, -0.5133], [3.1436, 2.3444, 1.0437], [3.3051, -2.9361, -0.7397], [0.8896, -2.8506, -0.3744], [-0.3315, -0.9321, 0.0930], [-0.6636, 2.5919, 1.1381], [-0.8484, 1.0962, 1.2786], [-0.5542, 1.1973, -1.6331], [-3.0970, 1.6100, 0.4826], [-4.9287, -0.7290, -0.6618], [-5.8292, -1.2624, -0.1897], [-5.1374, 0.1912, -0.4537], [-4.9026, -0.9553, -1.4878], [-3.3538, -2.5438, 0.0931], [-4.0874, -3.2413, 0.5475], [-3.2365, -2.7674, -1.0392], [-2.1687, -2.7406, 0.5837]]}